No. 1
{
  "formula": "C17H39O2P3Ru",
  "method": "ωB97M-V/def2-TZVPD",
  "spin_multiplicity": 5,
  "charge": 4,
  "e_lumo_ev": [-12.3, -16.0],
  "fmax_ev_per_a": 4.082,
  "relative_energy_kcal_mol": 0.0,
  "homo_lumo_gap_ev": [8.586, 5.679],
  "symbols": ["Ru", "P", "P", "P", "H", "C", "C", "H", "C", "C", "C", "C", "C", "C", "C", "C", "C", "H", "H", "H", "H", "H", "H", "H", "H", "H", "H", "H", "H", "H", "H", "H", "H", "H", "H", "H", "H", "H", "H", "H", "H", "H", "H", "H", "H", "H", "C", "C", "C", "C", "C", "C", "O", "H", "H", "H", "H", "H", "H", "O", "H", "H"],
  "coordinates": [[1.290, 0.158, 0.540], [2.049, 1.671, 2.012], [0.223, -1.073, 2.162], [1.184, 1.672, -1.199], [-6.106, -3.227, -2.795], [-5.498, -3.058, -3.684], [-4.511, -3.883, -4.061], [-4.270, -4.817, -3.545], [0.771, 2.933, 2.402], [2.580, 1.191, 3.700], [3.516, 2.657, 1.541], [-0.704, -2.566, 1.663], [1.365, -1.865, 3.371], [-0.977, -0.167, 3.213], [0.694, 0.972, -2.806], [2.790, 2.441, -1.677], [0.080, 3.132, -1.003], [-5.779, -2.203, -4.310], [-3.944, -3.668, -4.976], [1.160, 3.616, 3.168], [-0.131, 2.443, 2.788], [0.511, 3.508, 1.508], [2.845, 2.096, 4.263], [3.470, 0.555, 3.635], [1.794, 0.664, 4.249], [3.265, 3.724, 1.557], [3.894, 2.394, 0.548], [4.308, 2.478, 2.278], [-0.840, -3.203, 2.547], [-0.144, -3.119, 0.898], [-1.684, -2.287, 1.255], [0.854, -1.924, 4.342], [2.307, -1.320, 3.492], [1.583, -2.882, 3.020], [-1.546, -0.889, 3.815], [-1.669, 0.386, 2.562], [-0.466, 0.540, 3.881], [1.146, 1.582, -3.596], [-0.398, 0.989, -2.899], [1.045, -0.061, -2.901], [2.779, 2.652, -2.754], [3.622, 1.753, -1.475], [2.946, 3.380, -1.134], [-0.276, 3.472, -1.988], [0.627, 3.953, -0.517], [-0.789, 2.850, -0.391], [-0.923, -1.420, -1.355], [-2.008, -0.607, -0.875], [-3.163, -0.446, -1.616], [-3.297, -1.093, -2.844], [-2.341, -2.042, -3.216], [-1.186, -2.244, -2.492], [0.265, -1.403, -0.842], [-0.174, 0.812, 0.662], [-1.866, -0.072, 0.072], [-3.966, 0.192, -1.229], [-4.176, -0.929, -3.470], [-2.515, -2.693, -4.059], [-0.436, -2.952, -2.826], [3.309, -0.868, 0.229], [3.438, -1.625, 0.831], [4.072, -0.262, 0.338]],
  "atomic_forces_ev_per_a": [[0.3, -2.7, -1.8], [0.3, 2.7, 2.5], [-1.4, -1.3, 2.6], [-0.2, 2.4, -1.9], [0.2, 0.0, 0.0], [-3.2, 2.3, 0.8], [2.8, -2.6, -1.6], [-0.2, 0.2, 0.0], [-0.2, -0.2, -0.3], [-0.2, -0.8, -0.1], [0.3, -0.3, -0.6], [-0.1, 0.2, -0.7], [0.6, 0.1, -0.4], [0.1, 0.1, -0.4], [-0.3, -0.7, 0.2], [0.3, -0.2, 0.5], [-0.1, -0.3, 0.2], [0.0, -0.3, 0.2], [-0.3, -0.2, 0.3], [0.0, -0.2, -0.2], [0.2, 0.2, -0.1], [0.0, -0.1, 0.3], [-0.1, 0.0, -0.3], [-0.1, 0.1, 0.1], [0.2, 0.1, 0.0], [0.0, -0.2, 0.0], [0.1, 0.2, 0.3], [-0.2, 0.0, -0.2], [0.0, 0.3, -0.1], [-0.1, 0.0, 0.3], [0.2, -0.2, 0.1], [0.1, 0.0, -0.2], [-0.3, -0.3, 0.1], [0.0, 0.2, 0.1], [0.2, 0.2, -0.1], [0.1, -0.1, 0.3], [-0.2, -0.2, -0.2], [-0.2, -0.1, 0.2], [0.2, 0.0, -0.1], [0.0, 0.2, -0.1], [-0.1, -0.1, 0.3], [-0.1, 0.2, -0.2], [0.0, -0.3, -0.1], [0.2, -0.1, 0.3], [-0.3, -0.2, -0.2], [0.2, 0.2, -0.2], [1.0, 0.4, 0.6], [-0.3, 0.5, 0.1], [0.3, 0.6, 1.1], [-0.1, -0.5, -0.1], [0.1, -0.5, 0.0], [0.1, -0.2, -0.5], [-1.0, 0.8, -0.1], [0.8, 0.0, 0.1], [-0.2, -0.2, -0.4], [0.4, -0.2, -0.3], [0.3, 0.2, 0.2], [0.3, 0.4, -0.3], [0.0, 0.0, 0.1], [-0.5, 0.7, 0.6], [0.3, 0.1, -0.4], [-0.1, -0.7, -0.1]],
  "lowdin_spin": [1.50, 0.02, 0.11, 0.10, 0.01, 0.44, 0.43, 0.01, 0.01, 0.00, 0.02, 0.01, 0.06, 0.00, 0.01, 0.05, 0.00, 0.01, 0.01, 0.00, 0.00, 0.00, 0.00, 0.00, 0.00, 0.00, 0.00, 0.00, 0.00, 0.00, 0.00, 0.01, 0.00, 0.00, 0.00, 0.00, 0.00, 0.00, 0.00, 0.00, 0.01, 0.00, 0.00, 0.00, 0.00, 0.00, 0.12, 0.13, 0.01, 0.25, 0.03, 0.20, 0.35, -0.02, 0.00, 0.00, 0.01, 0.00, 0.01, 0.05, 0.00, 0.00]
}


No. 2
{
  "formula": "C17H41As3CoN4O2",
  "method": "ωB97M-V/def2-TZVPD",
  "spin_multiplicity": 5,
  "charge": 3,
  "e_lumo_ev": [-7.1, -10.4],
  "fmax_ev_per_a": 1.408,
  "homo_lumo_gap_ev": [9.405, 6.335],
  "symbols": ["Co", "N", "C", "C", "C", "C", "N", "C", "N", "N", "C", "O", "O", "H", "H", "H", "H", "H", "H", "H", "H", "H", "H", "H", "H", "H", "H", "C", "As", "C", "C", "C", "C", "C", "As", "C", "C", "C", "As", "C", "C", "H", "H", "H", "H", "H", "H", "H", "H", "H", "H", "H", "H", "H", "H", "H", "H", "H", "H", "H", "H", "H", "H", "H", "H", "H", "H", "H"],
  "coordinates": [[0.273, 0.080, -0.019], [2.321, 0.756, -0.005], [2.527, 1.637, -1.204], [3.473, 2.783, -0.843], [3.650, 3.923, -1.846], [4.042, 3.522, -3.274], [2.881, 3.691, -4.153], [2.912, 3.981, -5.443], [4.065, 4.052, -6.108], [1.767, 4.188, -6.099], [1.184, 2.045, -1.803], [1.113, 2.938, -2.623], [0.172, 1.297, -1.451], [2.473, 1.307, 0.837], [3.025, 0.028, 0.026], [2.964, 1.007, -1.984], [4.446, 2.341, -0.610], [3.111, 3.239, 0.085], [4.411, 4.590, -1.443], [2.732, 4.504, -1.892], [4.397, 2.489, -3.324], [4.856, 4.162, -3.611], [1.982, 3.554, -3.698], [4.945, 3.901, -5.651], [4.093, 4.368, -7.063], [0.889, 4.206, -5.610], [1.758, 4.419, -7.078], [-3.090, 1.168, -0.246], [-1.812, 0.682, 1.121], [-1.989, 2.151, 2.359], [-2.690, -0.742, 2.144], [-2.591, -2.193, 1.634], [-3.157, -2.291, 0.204], [-1.159, -2.764, 1.707], [0.118, -2.332, 0.272], [1.715, -3.141, 1.006], [-0.302, -3.585, -1.135], [-3.554, -3.090, 2.462], [-3.252, -3.438, 4.352], [-2.142, -4.977, 4.607], [-2.547, -2.017, 5.427], [-4.099, 1.124, 0.159], [-3.006, 0.529, -1.121], [-2.859, 2.189, -0.545], [-3.047, 2.345, 2.524], [-1.527, 3.035, 1.926], [-1.501, 1.919, 3.303], [-3.741, -0.447, 2.184], [-2.291, -0.652, 3.156], [-2.566, -1.690, -0.489], [-4.183, -1.921, 0.158], [-3.153, -3.319, -0.161], [-1.193, -3.856, 1.703], [-0.669, -2.458, 2.636], [1.539, -4.197, 1.197], [2.016, -2.647, 1.928], [2.515, -3.050, 0.275], [-0.505, -4.557, -0.690], [0.574, -3.662, -1.775], [-1.149, -3.259, -1.730], [-3.587, -4.101, 2.053], [-4.570, -2.693, 2.406], [-2.484, -5.798, 3.982], [-2.179, -5.271, 5.655], [-1.126, -4.677, 4.343], [-3.163, -1.126, 5.356], [-1.528, -1.831, 5.084], [-2.529, -2.371, 6.457]],
  "atomic_forces_ev_per_a": [[0.6, 0.5, -0.3], [-0.3, 0.0, 0.1], [0.1, -0.1, 0.2], [0.1, 0.1, 0.0], [0.0, 0.0, 0.1], [-0.3, 0.0, -0.2], [0.8, 0.4, -0.9], [0.3, -0.1, 0.3], [0.0, 0.1, -0.2], [-0.1, 0.0, 0.0], [-0.6, -0.9, 0.3], [-1.1, -0.4, 0.8], [0.1, 0.6, -0.4], [0.1, 0.1, 0.0], [0.1, 0.0, 0.0], [0.1, 0.0, 0.0], [0.0, 0.0, 0.0], [0.0, 0.0, 0.0], [0.0, 0.0, 0.0], [0.1, 0.1, 0.0], [0.1, 0.0, 0.0], [0.0, 0.0, 0.0], [0.1, 0.0, 0.0], [0.0, 0.0, 0.0], [0.0, 0.0, 0.0], [0.0, 0.0, 0.0], [0.0, 0.0, 0.0], [0.0, 0.0, 0.0], [-0.1, 0.0, 0.1], [0.0, 0.0, 0.0], [0.0, -0.1, 0.0], [-0.1, -0.1, -0.1], [0.1, 0.1, 0.1], [-0.1, 0.0, 0.0], [0.0, -0.3, 0.1], [0.0, 0.0, 0.0], [0.0, 0.0, -0.1], [0.0, 0.0, 0.1], [0.0, -0.1, 0.0], [0.0, 0.0, 0.1], [0.0, 0.0, 0.1], [0.0, 0.0, 0.0], [0.0, 0.0, 0.0], [0.0, 0.0, 0.0], [0.0, 0.0, 0.0], [0.0, 0.0, 0.0], [0.0, 0.0, 0.0], [0.0, 0.0, 0.1], [0.0, 0.0, 0.0], [0.0, 0.0, 0.0], [0.0, 0.0, 0.0], [0.0, 0.0, 0.0], [0.0, -0.1, 0.0], [0.0, 0.0, 0.0], [0.0, 0.0, 0.0], [0.0, 0.0, 0.0], [0.0, 0.0, 0.0], [0.0, -0.1, 0.0], [0.0, 0.0, -0.1], [0.0, 0.0, 0.0], [0.0, 0.0, -0.1], [0.0, 0.0, 0.0], [0.0, 0.0, 0.0], [0.0, 0.0, 0.0], [0.0, -0.1, 0.0], [0.0, 0.0, 0.0], [0.0, 0.1, 0.1], [0.0, 0.0, 0.0]],
  "lowdin_spin": [2.67, 0.05, 0.00, 0.00, 0.00, 0.00, 0.00, 0.00, 0.00, 0.00, 0.01, 0.01, 0.10, 0.00, 0.00, 0.00, 0.00, 0.00, 0.00, 0.00, 0.00, 0.00, 0.00, 0.00, 0.00, 0.00, 0.00, 0.01, 0.05, 0.01, 0.01, 0.03, 0.01, 0.01, 0.04, 0.01, 0.01, 0.09, 0.62, 0.10, 0.10, 0.00, 0.00, 0.00, 0.00, 0.00, 0.00, 0.00, 0.00, 0.00, 0.00, 0.00, 0.00, 0.00, 0.00, 0.00, 0.00, 0.00, 0.00, 0.00, 0.00, 0.01, 0.00, 0.00, 0.02, 0.00, 0.02, 0.00]
}


No. 3
{
  "formula": "C17H41BN5O5",
  "method": "ωB97M-V/def2-TZVPD",
  "charge": -1,
  "e_lumo_ev": 2.4,
  "fmax_ev_per_a": 3.140,
  "relative_energy_kcal_mol": 70.3,
  "homo_lumo_gap_ev": 4.622,
  "symbols": ["B", "C", "C", "H", "H", "H", "H", "H", "H", "C", "C", "O", "N", "C", "H", "H", "H", "H", "H", "H", "H", "C", "C", "O", "N", "C", "H", "H", "H", "H", "H", "H", "H", "C", "C", "O", "N", "C", "H", "H", "H", "H", "H", "H", "H", "C", "C", "O", "N", "C", "H", "H", "H", "H", "H", "H", "H", "C", "C", "O", "N", "C", "H", "H", "H", "H", "H", "H", "H"],
  "coordinates": [[0.047, -1.487, -2.729], [0.417, 0.145, -2.723], [0.231, 0.891, -3.997], [-0.682, -1.669, -1.824], [-0.409, -1.722, -3.787], [1.091, -2.034, -2.553], [0.837, 0.569, -1.716], [-0.845, 1.212, -4.388], [1.211, 1.092, -4.639], [1.899, -1.505, 1.227], [0.757, -2.472, 1.082], [0.613, -3.163, 0.075], [-0.135, -2.573, 2.107], [-0.141, -1.857, 3.361], [2.522, -1.539, 0.328], [1.515, -0.487, 1.342], [2.517, -1.780, 2.086], [-0.874, -3.246, 1.933], [-0.091, -2.590, 4.169], [-1.083, -1.309, 3.432], [0.694, -1.161, 3.447], [4.015, 4.077, 1.172], [3.482, 2.674, 1.086], [3.440, 1.932, 2.066], [3.035, 2.228, -0.122], [3.000, 2.937, -1.379], [4.332, 4.285, 2.199], [4.882, 4.190, 0.514], [3.234, 4.793, 0.901], [2.692, 1.274, -0.096], [1.962, 2.971, -1.718], [3.595, 2.373, -2.101], [3.390, 3.952, -1.297], [-4.581, 0.793, 3.086], [-3.201, 0.587, 2.525], [-2.194, 0.663, 3.227], [-3.081, 0.309, 1.196], [-4.130, 0.179, 0.212], [-4.511, 1.006, 4.157], [-5.062, 1.644, 2.595], [-5.178, -0.113, 2.952], [-2.121, 0.184, 0.897], [-4.066, -0.824, -0.218], [-3.951, 0.918, -0.573], [-5.122, 0.331, 0.637], [-1.225, 6.187, -6.414], [-0.713, 4.859, -5.931], [0.382, 4.742, -5.385], [-1.501, 3.761, -6.111], [-2.806, 3.688, -6.724], [-0.485, 6.964, -6.199], [-1.387, 6.155, -7.495], [-2.154, 6.442, -5.896], [-1.085, 2.906, -5.759], [-3.504, 3.285, -5.986], [-2.744, 3.001, -7.571], [-3.160, 4.660, -7.068], [1.049, -5.327, 3.578], [0.427, -5.564, 4.926], [-0.646, -5.056, 5.247], [1.086, -6.369, 5.806], [2.345, -7.052, 5.623], [0.405, -4.665, 2.990], [2.024, -4.845, 3.695], [1.153, -6.274, 3.041], [0.603, -6.478, 6.691], [2.170, -8.123, 5.751], [3.033, -6.707, 6.398], [2.780, -6.868, 4.641]],
  "atomic_forces_ev_per_a": [[-1.0, 2.4, 0.5], [-1.3, 0.5, -1.8], [1.5, 0.1, 1.6], [-0.7, -0.7, 1.0], [-0.4, -0.5, -0.9], [0.7, 0.0, 0.1], [1.0, -0.5, -2.2], [2.3, -2.2, 0.1], [-2.2, 1.2, 1.6], [0.2, 0.1, -0.1], [-0.3, -0.9, -1.3], [0.3, 0.2, 1.1], [0.2, 0.0, -0.3], [-0.5, -0.2, 0.2], [-0.3, -0.1, 0.1], [0.2, 0.0, 0.2], [-0.1, 0.3, 0.0], [0.1, 0.3, 0.0], [0.0, 0.2, 0.2], [0.3, 0.2, 0.3], [-0.2, -0.1, -0.2], [0.1, 0.2, 0.2], [-0.4, -1.0, 0.0], [0.1, 0.4, -0.2], [0.4, 0.3, 1.0], [-0.3, -0.4, -0.2], [-0.1, -0.2, -0.2], [-0.2, 0.1, 0.0], [0.2, 0.0, -0.1], [0.0, 0.2, -0.1], [0.2, 0.1, -0.3], [-0.1, 0.2, -0.2], [0.0, -0.2, 0.1], [-0.2, 0.1, 0.3], [1.0, -0.1, -0.3], [-0.6, 0.1, -0.1], [0.0, 0.2, 0.9], [0.4, -0.1, -0.3], [0.1, -0.1, -0.3], [-0.1, -0.2, 0.0], [-0.1, 0.2, -0.1], [-0.2, 0.0, -0.1], [-0.2, 0.1, -0.2], [-0.3, -0.1, -0.1], [0.2, 0.0, 0.0], [0.0, 0.3, 0.0], [1.0, -0.7, 0.6], [-0.7, 0.4, -0.4], [0.4, 0.5, 0.0], [0.2, -0.4, 0.2], [-0.1, -0.3, 0.0], [-0.2, 0.1, 0.1], [0.0, 0.0, -0.2], [0.0, 0.1, 0.0], [-0.2, 0.1, -0.2], [-0.3, 0.1, -0.1], [0.1, -0.1, 0.1], [-0.1, 0.0, -0.1], [-0.8, 0.3, 0.3], [0.5, -0.3, -0.1], [-0.3, 0.3, -0.2], [-0.2, -0.1, 0.4], [0.2, -0.2, 0.3], [0.0, -0.1, -0.1], [0.2, 0.1, 0.0], [0.2, 0.0, -0.3], [0.3, -0.1, -0.1], [0.2, -0.2, -0.2], [-0.2, 0.0, 0.2]],
  "mulliken_charge": [0.29, 0.03, -0.52, -0.35, -0.20, -0.22, -0.06, 0.00, 0.12, -1.18, 0.62, -0.66, -0.07, -0.50, 0.37, 0.24, 0.36, 0.34, 0.10, 0.02, 0.33, -1.35, 0.96, -0.66, -0.02, -0.91, 0.30, 0.34, 0.34, 0.03, 0.32, 0.25, 0.37, -1.37, 0.93, -0.67, -0.07, -0.92, 0.31, 0.35, 0.34, 0.14, 0.30, 0.29, 0.36, -1.28, 0.80, -0.62, -0.03, -0.88, 0.27, 0.34, 0.34, 0.13, 0.28, 0.29, 0.34, -0.94, 0.68, -0.67, -0.16, -0.79, -0.11, 0.37, 0.47, 0.24, 0.27, 0.27, 0.32]
}